Record 1
Entry from the OMol25 dataset: a molecular structure, C4H8O (the ωB97M-V functional and the def2-TZVPD basis).

Structure (XYZ):
```
13
Properties=species:S:1:pos:R:3:forces:R:3
O -0.4860 -0.3013 1.3983 0.246 0.052 -0.136
C -1.3545 -1.1712 0.4222 -0.305 -0.512 0.142
C -0.3363 0.4419 -0.0998 0.245 0.470 -0.092
C 0.6327 0.1403 -1.1754 -0.031 -0.178 -0.009
C 1.0188 1.1423 -0.1006 0.115 0.154 0.079
H 0.3214 -0.7633 1.6809 -0.189 0.091 -0.077
H -2.2641 -1.3784 0.9996 0.126 -0.014 -0.087
H -0.7944 -2.1058 0.2885 -0.079 0.134 -0.008
H -1.1952 1.0651 -0.2908 0.138 -0.151 0.062
H 1.1395 -0.8212 -1.1358 -0.092 0.150 0.032
H 0.4016 0.4636 -2.1885 -0.012 -0.041 0.174
H 1.8068 0.8418 0.5873 -0.137 0.022 -0.113
H 1.0331 2.2022 -0.3446 -0.025 -0.177 0.032
```
Positions in Å, forces in eV/Å.

As for the spin multiplicity: 1. The energy relative to the best compared isomer or geometry (same formula, charge and spin) is 654.8 kJ/mol. The value obtained for the HOMO-LUMO gap is 7.52 eV.


Record 2
Entry from the OMol25 dataset: a single C4H8O molecule (the ωB97M-V functional and the def2-TZVPD basis).

Structure (XYZ):
```
13
Properties=species:S:1:pos:R:3:forces:R:3
C -1.4558 0.8490 0.8765 -0.085 0.171 0.276
O -1.1205 0.2984 -0.3742 0.001 0.106 -0.161
C -0.1083 -0.6563 -0.4226 0.098 -0.175 -0.091
C 1.0483 -0.2861 -1.2938 0.057 -0.042 -0.207
C 1.2272 -0.3758 0.1986 0.109 0.040 0.203
H -0.6221 0.7886 1.5837 -0.121 -0.005 -0.041
H -2.3343 0.3656 1.3200 0.100 -0.080 -0.063
H -1.6943 1.9037 0.7079 -0.003 -0.130 0.081
H -0.4498 -1.6927 -0.4283 -0.005 0.199 0.023
H 1.5077 -1.0289 -1.9366 -0.059 0.034 0.128
H 0.9878 0.7123 -1.7158 0.016 -0.159 0.055
H 1.7851 -1.2151 0.6034 -0.123 0.115 -0.053
H 1.3482 0.5471 0.7561 0.014 -0.072 -0.149
```
Positions in Å, forces in eV/Å.

As for the spin multiplicity: 1. The SMILES is COC1CC1. The energy relative to the best compared isomer or geometry (same formula, charge and spin) is 156.7 kJ/mol. The value obtained for the HOMO-LUMO gap is 10.87 eV.


Record 3
Entry from the OMol25 dataset: 2 unconnected molecules or ions with the total composition C4H8O (the ωB97M-V functional and the def2-TZVPD basis).

Structure (XYZ):
```
13
Properties=species:S:1:pos:R:3:forces:R:3
C 0.9288 0.7432 -0.4503 1.422 0.146 -0.133
C 1.4729 0.0972 0.5661 0.258 0.048 0.108
O 1.8057 -1.2084 0.6032 -0.477 -0.557 0.067
H 1.1698 1.7760 -0.3471 -0.885 0.978 -0.340
H 0.5854 0.3114 -1.3836 0.369 0.118 0.122
H 1.6396 0.6119 1.5086 0.430 -0.174 -0.133
H 1.6708 -1.5480 -0.2918 0.064 -0.169 0.169
C -1.6068 0.5084 0.1006 -0.465 -0.252 0.071
C -1.5615 -0.7821 -0.2080 -0.287 0.073 0.077
H -1.3758 0.8780 1.0961 -0.102 -0.164 -0.130
H -1.8373 1.2777 -0.6333 -0.078 -0.192 0.059
H -1.2451 -1.5293 0.5172 -0.182 0.107 -0.080
H -1.7459 -1.1299 -1.2218 -0.065 0.038 0.143
```
Positions in Å, forces in eV/Å.

As for the spin multiplicity: 1. The SMILES is C=CO.C=C. The energy relative to the best compared isomer or geometry (same formula, charge and spin) is 242.2 kJ/mol. The value obtained for the HOMO-LUMO gap is 9.36 eV.


Record 4
Entry from the OMol25 dataset: a molecular structure, C4H8O (the ωB97M-V functional and the def2-TZVPD basis).

Structure (XYZ):
```
13
Properties=species:S:1:pos:R:3:forces:R:3
O 2.0386 0.6046 -0.3435 -0.459 0.040 0.146
C 0.9130 -0.2176 -0.5285 -3.489 -0.823 3.447
C -0.0494 -0.4646 0.8215 1.782 -0.484 0.455
C -1.3563 0.1605 0.3599 1.042 -0.115 -0.679
C -0.4903 0.4383 -0.8919 0.452 0.584 -1.687
H 2.5647 0.1686 0.3445 -0.017 0.298 -0.253
H 1.2137 -1.2385 -0.7518 -0.251 0.198 -1.261
H 0.4523 0.1093 1.5709 0.111 -0.044 1.141
H -0.1565 -1.5186 1.0108 0.303 -0.381 0.601
H -1.7280 1.0239 0.9244 0.391 -0.106 -0.255
H -2.2040 -0.5244 0.2306 0.474 0.035 -0.133
H -0.3045 1.4964 -0.9641 -0.077 0.440 -0.682
H -0.8991 -0.0199 -1.7706 -0.262 0.357 -0.840
```
Positions in Å, forces in eV/Å.

As for the spin multiplicity: 1. The energy relative to the best compared isomer or geometry (same formula, charge and spin) is 227.9 kJ/mol. The value obtained for the HOMO-LUMO gap is 9.62 eV.


Record 5
Entry from the OMol25 dataset: a single C4H8O molecule (the ωB97M-V functional and the def2-TZVPD basis).

Structure (XYZ):
```
13
Properties=species:S:1:pos:R:3:forces:R:3
O 1.9592 0.4478 -0.4345 0.209 -0.059 0.168
C 0.7630 -0.2938 -0.3765 -0.272 -0.168 -0.060
C 0.0105 -0.3630 0.9755 0.069 -0.020 0.136
C -1.2753 0.0920 0.2462 -0.206 0.001 0.037
C -0.4178 0.4801 -0.9776 0.025 0.085 -0.153
H 2.5745 0.0801 0.2088 0.057 0.002 -0.083
H 0.8925 -1.2927 -0.8235 -0.009 0.203 0.064
H 0.3852 0.3934 1.6727 -0.041 -0.075 -0.114
H -0.0239 -1.3332 1.4815 0.053 0.161 -0.078
H -1.8400 0.9011 0.7171 0.049 -0.169 -0.076
H -1.9558 -0.7368 0.0356 0.078 0.097 0.053
H -0.1705 1.5455 -0.9859 -0.067 -0.129 -0.037
H -0.7695 0.1768 -1.9672 0.052 0.071 0.144
```
Positions in Å, forces in eV/Å.

As for the spin multiplicity: 1. The SMILES is OC1CCC1. The energy relative to the best compared isomer or geometry (same formula, charge and spin) is 86.7 kJ/mol. The value obtained for the HOMO-LUMO gap is 11.03 eV.


Record 6
Entry from the OMol25 dataset: a single C4H8O molecule (the ωB97M-V functional and the def2-TZVPD basis).

Structure (XYZ):
```
13
Properties=species:S:1:pos:R:3:forces:R:3
C -1.4620 0.3091 0.4635 -0.146 0.031 0.348
C -0.0461 0.1365 0.0273 0.067 0.120 0.723
C 0.4796 -1.2851 -0.0445 -0.062 -0.075 -0.145
C 0.8090 1.1677 -0.0626 -0.593 -0.057 0.112
O 1.7827 1.0798 -1.0137 0.143 -0.465 -0.111
H -2.1177 -0.2797 -0.1961 0.156 0.104 0.188
H -1.6170 -0.0406 1.4857 -0.238 -0.026 0.093
H -1.7783 1.3520 0.3666 0.037 -0.160 0.197
H 1.5379 -1.3470 -0.3210 -0.243 0.083 -0.026
H -0.0927 -1.9793 -0.6669 -0.010 0.130 -0.044
H 0.4119 -1.6545 0.9925 -0.039 -0.073 -0.277
H 0.8257 2.0756 0.5395 -0.434 0.120 -0.538
H 1.2670 0.4653 -1.5703 1.363 0.268 -0.521
```
Positions in Å, forces in eV/Å.

As for the spin multiplicity: 1. The SMILES is CC(C)=CO. The energy relative to the best compared isomer or geometry (same formula, charge and spin) is 151.7 kJ/mol. The value obtained for the HOMO-LUMO gap is 9.00 eV.


Record 7
Entry from the OMol25 dataset: a molecular structure, C4H8O (the ωB97M-V functional and the def2-TZVPD basis).

Structure (XYZ):
```
13
Properties=species:S:1:pos:R:3:forces:R:3
C -1.2760 -1.0043 -0.0766 -0.026 -0.036 -0.016
C -0.1439 -0.0925 0.3834 -0.061 -0.058 0.096
C 1.2207 -0.3448 -0.2752 0.171 -0.294 0.085
O 1.0445 0.8452 -1.0693 0.038 -0.013 -0.248
C -0.0794 1.2208 -0.4206 -0.172 -0.028 -0.095
H -2.2466 -0.6209 0.2528 0.157 -0.013 -0.039
H -1.1489 -2.0080 0.3429 -0.013 0.116 -0.058
H -1.3039 -1.0928 -1.1686 0.040 0.056 0.145
H -0.1315 -0.0102 1.4716 0.014 0.027 -0.177
H 1.3308 -1.2289 -0.9103 -0.004 0.053 0.130
H 2.0833 -0.2261 0.3908 -0.073 -0.007 -0.069
H 0.6167 2.2273 0.8885 -0.121 -0.016 -0.057
H 0.0341 2.3350 0.1906 0.052 0.214 0.302
```
Positions in Å, forces in eV/Å.

As for the spin multiplicity: 1. The energy relative to the best compared isomer or geometry (same formula, charge and spin) is 492.2 kJ/mol. The value obtained for the HOMO-LUMO gap is 8.87 eV.


Record 8
Entry from the OMol25 dataset: a single C4H8O molecule (the ωB97M-V functional and the def2-TZVPD basis).

Structure (XYZ):
```
13
Properties=species:S:1:pos:R:3:forces:R:3
C 1.9584 0.0904 -0.0688 0.457 -0.561 0.826
O 0.8422 -0.7838 -0.2662 -0.119 1.748 0.683
C -0.2814 -0.2624 0.4556 0.043 -1.480 -0.854
C -1.1682 0.7482 -0.1828 -0.047 0.294 -0.893
C -1.5750 -0.7052 -0.1726 0.096 0.082 0.682
H 1.8562 1.0967 -0.4789 -0.347 -0.105 -0.319
H 2.1497 0.2209 1.0147 -0.121 -0.069 -0.290
H 2.8528 -0.3900 -0.4732 -0.241 0.041 -0.185
H -0.1821 -0.3224 1.5367 0.072 0.134 -0.091
H -1.7621 1.4496 0.3761 0.128 0.083 0.467
H -0.8490 1.1676 -1.1418 -0.020 -0.316 0.287
H -2.3508 -1.0633 0.4977 -0.020 0.285 -0.155
H -1.4908 -1.2462 -1.0966 0.119 -0.134 -0.159
```
Positions in Å, forces in eV/Å.

As for the spin multiplicity: 1. The SMILES is COC1CC1. The energy relative to the best compared isomer or geometry (same formula, charge and spin) is 156.9 kJ/mol. The value obtained for the HOMO-LUMO gap is 11.06 eV.


Record 9
Entry from the OMol25 dataset: 2 unconnected molecules or ions with the total composition C4H8O (the ωB97M-V functional and the def2-TZVPD basis).

Structure (XYZ):
```
13
Properties=species:S:1:pos:R:3:forces:R:3
C -0.0875 -0.6120 -1.4262 -0.141 0.070 0.004
C -1.1723 0.1417 -1.2514 0.225 -0.128 -0.083
C -2.0161 -0.0193 -0.0400 0.052 -0.243 0.288
O -1.7371 -0.7531 0.8840 -0.160 0.340 -0.390
H 0.5509 -0.5147 -2.2994 -0.121 0.010 0.108
H 0.1819 -1.3541 -0.6785 -0.047 0.114 -0.104
H -1.4761 0.8899 -1.9797 0.030 -0.102 0.093
H -2.9475 0.5833 -0.0175 0.111 -0.075 0.029
C 1.7409 0.3297 1.3620 0.007 0.000 0.007
H 1.8871 -0.5695 1.9642 -0.006 0.120 -0.066
H 2.1709 1.1912 1.8781 -0.054 -0.123 -0.063
H 2.2338 0.2037 0.3947 -0.057 0.032 0.135
H 0.6711 0.4833 1.2097 0.159 -0.017 0.043
```
Positions in Å, forces in eV/Å.

As for the spin multiplicity: 1. The SMILES is C=CC=O.C. The energy relative to the best compared isomer or geometry (same formula, charge and spin) is 117.3 kJ/mol. The value obtained for the HOMO-LUMO gap is 10.12 eV.


Record 10
Entry from the OMol25 dataset: a single C4H8O molecule (the ωB97M-V functional and the def2-TZVPD basis).

Structure (XYZ):
```
13
Properties=species:S:1:pos:R:3:forces:R:3
C 0.5509 1.1186 0.6197 -0.003 0.069 0.073
C 0.2711 -0.0569 -0.3316 -0.041 -0.032 -0.034
C -1.1845 -0.1005 -0.7912 -0.058 0.018 -0.008
C 0.6462 -1.3242 0.4154 -0.139 -0.054 0.130
O -0.1241 -1.9480 1.1043 0.270 0.161 -0.284
H 0.2800 2.0685 0.1481 0.044 -0.146 0.022
H -0.0413 1.0096 1.5343 0.057 0.023 -0.117
H 1.6087 1.1731 0.9027 -0.159 -0.034 -0.040
H 0.9330 0.0446 -1.2021 -0.047 -0.099 0.128
H -1.3446 -0.9102 -1.5129 0.022 0.148 0.138
H -1.4621 0.8455 -1.2688 0.040 -0.143 0.077
H -1.8501 -0.2752 0.0593 0.098 0.049 -0.118
H 1.7102 -1.6393 0.3423 -0.085 0.039 0.031
```
Positions in Å, forces in eV/Å.

As for the spin multiplicity: 1. The SMILES is CC(C)C=O. The energy relative to the best compared isomer or geometry (same formula, charge and spin) is 25.5 kJ/mol. The value obtained for the HOMO-LUMO gap is 10.81 eV.


Record 11
Entry from the OMol25 dataset: 2 unconnected molecules or ions with the total composition C4H8O (the ωB97M-V functional and the def2-TZVPD basis).

Structure (XYZ):
```
13
Properties=species:S:1:pos:R:3:forces:R:3
C 1.2942 -0.3462 -0.4663 -0.127 -0.042 -0.124
C 0.0471 -0.6334 -0.8389 0.157 0.051 0.079
C -0.9547 0.3927 -1.2946 0.006 -0.010 -0.035
H 1.9724 -1.1096 -0.0925 -0.103 0.089 -0.115
H 1.6760 0.6735 -0.5145 -0.046 -0.165 -0.039
H -0.3013 -1.6639 -0.7527 0.085 0.163 -0.028
H -1.8497 -0.0724 -1.7170 0.164 0.060 0.030
H -1.2716 1.0022 -0.4375 0.016 -0.119 -0.172
H -0.5248 1.0629 -2.0469 -0.053 -0.089 0.137
C -0.0178 0.1712 2.0340 -0.253 0.105 0.057
O -1.0559 0.7454 1.8150 0.441 -0.171 0.248
H 0.9429 0.7065 2.1777 -0.182 0.014 -0.047
H 0.0432 -0.9289 2.1342 -0.105 0.114 0.009
```
Positions in Å, forces in eV/Å.

As for the spin multiplicity: 1. The SMILES is C=CC.C=O. The energy relative to the best compared isomer or geometry (same formula, charge and spin) is 161.4 kJ/mol. The value obtained for the HOMO-LUMO gap is 10.82 eV.


Record 12
Entry from the OMol25 dataset: 2 unconnected molecules or ions with the total composition C4H8O (the ωB97M-V functional and the def2-TZVPD basis).

Structure (XYZ):
```
13
Properties=species:S:1:pos:R:3:forces:R:3
C 0.8097 2.0074 -0.0994 -0.596 0.386 2.627
C 0.2419 1.6128 -1.1977 -1.109 -2.843 -3.334
H 1.7096 1.5083 0.1563 1.321 0.826 0.372
H 0.1780 2.5214 0.5802 0.116 0.602 1.202
H 0.9425 1.2471 -1.9230 0.095 -0.282 -0.950
H -0.8011 1.2971 -1.3840 0.328 1.372 0.107
O -0.3392 -0.6255 1.5617 1.420 -0.076 -2.497
C 0.0165 -0.9310 0.4368 0.083 0.264 2.975
C -0.6824 -1.8384 -0.4379 -1.970 0.213 -0.985
H 0.9925 -0.6347 -0.1081 -0.428 0.747 0.921
H -1.5008 -2.3557 0.0360 -0.262 0.008 0.320
H -1.1041 -1.1381 -1.1992 0.281 -0.754 -0.013
H -0.0172 -2.5461 -0.8627 0.722 -0.462 -0.745
```
Positions in Å, forces in eV/Å.

As for the spin multiplicity: 2. The energy relative to the best compared isomer or geometry (same formula, charge and spin) is 301.6 kJ/mol. The value obtained for the HOMO-LUMO gap (alpha / beta) is 11.61 / 4.81 eV. The net charge is +1.